Entry 1:
Density functional theory data (the ωB97M-V functional and the def2-TZVPD basis) for a molecular structure, C28H25N2ORhS2Si.

Structure (XYZ):
```
60
Properties=species:S:1:pos:R:3
Rh -2.22 -0.25 0.45
C 0.28 2.94 0.75
C 0.24 1.45 0.71
N -0.83 0.86 1.40
N -0.52 0.35 2.57
C -1.37 -0.40 3.21
S -3.00 -0.64 2.66
S -0.81 -1.22 4.64
C 0.99 -1.33 4.26
C 1.44 -2.75 4.18
C 0.87 -3.63 3.27
C 1.29 -4.94 3.20
C 2.31 -5.39 4.04
C 2.89 -4.51 4.93
C 2.46 -3.20 5.01
C 1.21 0.59 0.19
C 2.52 1.01 -0.13
C 3.52 0.10 -0.38
C 3.26 -1.26 -0.36
C 1.97 -1.72 -0.15
C 0.90 -0.83 0.05
O -0.30 -1.30 0.07
H 0.58 3.28 1.75
H 0.99 3.34 0.03
H -0.71 3.36 0.55
H 1.12 -0.80 3.31
H 1.51 -0.79 5.05
H 0.08 -3.28 2.61
H 0.84 -5.62 2.50
H 2.64 -6.41 3.98
H 3.69 -4.85 5.58
H 2.91 -2.52 5.71
H 2.75 2.06 -0.10
H 4.52 0.45 -0.59
H 4.05 -1.98 -0.51
H 1.73 -2.77 -0.19
C -4.42 4.71 -3.40
C -5.03 3.46 -3.34
C -4.36 2.40 -2.75
C -3.07 2.55 -2.25
C -2.48 3.81 -2.32
C -3.15 4.88 -2.88
Si -2.21 1.04 -1.47
C -0.83 0.56 -2.73
C 0.33 1.31 -2.84
C 1.36 0.91 -3.67
C 1.24 -0.25 -4.41
C 0.09 -1.02 -4.30
C -0.92 -0.63 -3.45
H -4.94 5.54 -3.85
H -6.02 3.32 -3.73
H -4.85 1.44 -2.69
H -1.48 3.96 -1.93
H -2.69 5.86 -2.91
H -3.27 -1.23 -0.11
H 0.42 2.23 -2.27
H 2.27 1.49 -3.72
H 2.03 -0.56 -5.08
H -0.01 -1.94 -4.86
H -1.80 -1.26 -3.33
```

Summary:
* frontier orbital gap (spin up / spin down): 5.0 / 5.5 eV
* maximum force: 0.03612 Eh/bohr
* relative energy (zero: lowest compared OMol25 entry of this formula, charge and spin): 138.68 kJ/mol
* E_LUMO (spin up / spin down): -1.13 / -2.15 eV
* multiplicity: 5
* total charge: 0
* ⟨S²⟩: 6.0523

Partial atomic charges computed with the Mulliken method, in multiples of e: number 1, Rh, carries -0.223; number 2, C, carries -1.355; number 3, C, carries 0.016; number 4, N, carries 0.239; number 5, N, carries -0.340; number 6, C, carries 0.517; number 7, S, carries -0.279; number 8, S, carries -0.141; number 9, C, carries -0.341; number 10, C, carries 0.792; number 11, C, carries -0.140; number 12, C, carries -0.713; number 13, C, carries -0.427; number 14, C, carries -0.561; number 15, C, carries -0.553; number 16, C, carries 0.548; number 17, C, carries -0.790; number 18, C, carries -0.786; number 19, C, carries -0.660; number 20, C, carries -0.670; number 21, C, carries 1.168; number 22, O, carries -0.843; number 23, H, carries 0.299; number 24, H, carries 0.444; number 25, H, carries 0.311; number 26, H, carries -0.119; number 27, H, carries 0.477; number 28, H, carries 0.307; number 29, H, carries 0.401; number 30, H, carries 0.378; number 31, H, carries 0.382; number 32, H, carries 0.335; number 33, H, carries 0.352; number 34, H, carries 0.414; number 35, H, carries 0.427; number 36, H, carries 0.528; number 37, C, carries -0.442; number 38, C, carries -0.549; number 39, C, carries -0.583; number 40, C, carries 0.367; number 41, C, carries 0.131; number 42, C, carries -0.708; number 43, Si, carries 0.238; number 44, C, carries 0.516; number 45, C, carries 0.238; number 46, C, carries -0.638; number 47, C, carries -0.480; number 48, C, carries -0.661; number 49, C, carries -0.408; number 50, H, carries 0.382; number 51, H, carries 0.385; number 52, H, carries 0.358; number 53, H, carries 0.263; number 54, H, carries 0.404; number 55, H, carries 0.152; number 56, H, carries 0.096; number 57, H, carries 0.402; number 58, H, carries 0.404; number 59, H, carries 0.384; number 60, H, carries 0.352

Entry 2:
Density functional theory data (the ωB97M-V functional and the def2-TZVPD basis) for a single C28H25N3O4S molecule.

Structure (XYZ):
```
61
Properties=species:S:1:pos:R:3
C -4.56 -1.85 0.85
C -3.27 -1.66 1.62
H -2.94 -2.59 2.10
H -3.38 -0.90 2.40
O -2.25 -1.23 0.71
C -0.99 -1.35 1.14
O -0.71 -1.75 2.25
C 0.02 -0.95 0.16
C -0.23 -0.51 -1.10
N 0.80 0.00 -1.86
C 1.96 0.42 -1.27
C 2.30 0.00 -0.03
C 3.39 0.53 0.66
N 4.24 1.02 1.26
C 1.45 -1.06 0.65
C 2.01 -2.42 0.35
C 1.96 -3.18 -0.79
C 2.67 -4.36 -0.50
C 3.11 -4.23 0.78
O 2.71 -3.06 1.30
H 3.68 -4.88 1.41
H 2.84 -5.19 -1.16
H 1.47 -2.93 -1.71
H 1.48 -0.93 1.74
S 2.90 1.61 -2.21
C 2.57 3.12 -1.20
C 1.18 2.98 -0.62
O 0.19 3.04 -1.32
N 1.18 2.72 0.71
C 0.10 2.30 1.51
C 0.40 1.76 2.76
C -0.62 1.31 3.57
C -1.94 1.39 3.15
C -2.25 1.92 1.91
C -1.22 2.38 1.09
H -1.46 2.80 0.13
C -3.66 1.99 1.41
H -4.36 1.68 2.18
H -3.90 3.01 1.11
H -3.77 1.35 0.54
H -2.72 1.05 3.81
H -0.38 0.89 4.54
H 1.43 1.70 3.08
H 2.07 2.68 1.18
H 2.62 3.94 -1.91
H 3.36 3.22 -0.45
H 0.57 0.40 -2.76
C -1.53 -0.50 -1.77
C -2.08 0.70 -2.21
C -3.30 0.72 -2.86
C -3.97 -0.47 -3.11
C -3.41 -1.67 -2.70
C -2.20 -1.69 -2.04
H -1.77 -2.63 -1.72
H -3.93 -2.60 -2.91
H -4.92 -0.46 -3.62
H -3.72 1.66 -3.18
H -1.55 1.63 -2.02
H -4.83 -0.93 0.34
H -4.43 -2.63 0.10
H -5.35 -2.14 1.53
```

Summary:
* frontier orbital gap: 8.3 eV
* maximum force: 0.02405 Eh/bohr
* relative energy (zero: lowest compared OMol25 entry of this formula, charge and spin): 130.55 kJ/mol
* E_LUMO: -0.12 eV
* multiplicity: 1
* total charge: 0

Partial atomic charges computed with the Mulliken method, in multiples of e: number 1, C, carries -1.234; number 2, C, carries -0.122; number 3, H, carries 0.397; number 4, H, carries 0.054; number 5, O, carries 0.111; number 6, C, carries -0.116; number 7, O, carries -0.659; number 8, C, carries 0.255; number 9, C, carries 0.397; number 10, N, carries 0.313; number 11, C, carries 0.219; number 12, C, carries -0.076; number 13, C, carries -0.444; number 14, N, carries -0.707; number 15, C, carries 0.903; number 16, C, carries -0.525; number 17, C, carries -0.498; number 18, C, carries -0.727; number 19, C, carries -0.568; number 20, O, carries -0.413; number 21, H, carries 0.514; number 22, H, carries 0.453; number 23, H, carries 0.658; number 24, H, carries 0.827; number 25, S, carries -0.173; number 26, C, carries -0.625; number 27, C, carries 0.167; number 28, O, carries -0.610; number 29, N, carries -0.037; number 30, C, carries 0.013; number 31, C, carries -0.592; number 32, C, carries -0.994; number 33, C, carries -0.356; number 34, C, carries 0.685; number 35, C, carries 0.190; number 36, H, carries 0.562; number 37, C, carries -1.667; number 38, H, carries 0.359; number 39, H, carries 0.453; number 40, H, carries 0.093; number 41, H, carries 0.416; number 42, H, carries 0.385; number 43, H, carries 0.432; number 44, H, carries 0.314; number 45, H, carries 0.481; number 46, H, carries 0.363; number 47, H, carries 0.524; number 48, C, carries -0.304; number 49, C, carries 0.130; number 50, C, carries -1.067; number 51, C, carries -0.475; number 52, C, carries -0.769; number 53, C, carries -0.173; number 54, H, carries 0.462; number 55, H, carries 0.462; number 56, H, carries 0.411; number 57, H, carries 0.464; number 58, H, carries 0.503; number 59, H, carries 0.216; number 60, H, carries 0.275; number 61, H, carries 0.471

Entry 3:
Density functional theory data (the ωB97M-V functional and the def2-TZVPD basis) for a molecular structure, C28H25N3O4SiV.

Structure (XYZ):
```
62
Properties=species:S:1:pos:R:3
V 0.29 0.33 -0.94
O -0.09 -0.91 -2.09
C 0.07 -2.24 -2.33
C -0.78 -2.87 -3.22
C -0.60 -4.23 -3.43
C 0.40 -4.94 -2.77
C 1.25 -4.29 -1.90
C 1.09 -2.92 -1.66
C 2.01 -2.22 -0.79
N 1.84 -1.00 -0.42
N 2.91 -0.44 0.29
C 2.69 0.82 0.40
O 1.56 1.34 -0.11
C 3.62 1.76 1.03
C 3.42 3.13 0.89
C 4.31 4.02 1.47
C 5.40 3.54 2.19
C 5.60 2.17 2.33
C 4.71 1.28 1.75
H -1.56 -2.31 -3.72
H -1.25 -4.75 -4.12
H 0.52 -6.00 -2.95
H 2.04 -4.82 -1.39
H 2.91 -2.72 -0.46
H 2.56 3.50 0.35
H 4.16 5.08 1.37
H 6.09 4.23 2.64
H 6.44 1.80 2.90
H 4.85 0.21 1.86
N 0.42 2.35 -2.84
C -0.49 3.35 -2.28
C -1.07 2.90 -0.95
O -1.49 3.58 -0.08
O -1.02 1.52 -0.85
H 1.35 2.74 -2.98
H 0.10 2.00 -3.73
H -1.33 3.57 -2.93
H 0.02 4.29 -2.09
C -1.76 1.56 4.59
C -0.88 2.04 3.63
C -0.65 1.33 2.47
C -1.30 0.12 2.24
C -2.20 -0.36 3.21
C -2.42 0.36 4.37
Si -1.11 -0.96 0.76
C -2.64 -1.40 -0.15
C -3.63 -0.45 -0.44
C -4.79 -0.83 -1.09
C -4.99 -2.16 -1.45
C -4.02 -3.11 -1.16
C -2.85 -2.73 -0.52
H -1.95 2.12 5.49
H -0.37 2.99 3.79
H 0.03 1.74 1.74
H -2.73 -1.29 3.06
H -3.12 -0.02 5.11
H -0.32 -2.20 0.98
H -3.49 0.58 -0.14
H -5.56 -0.09 -1.31
H -5.90 -2.45 -1.94
H -4.19 -4.15 -1.43
H -2.10 -3.48 -0.30
```

Summary:
* frontier orbital gap: 7.1 eV
* maximum force: 0.01928 Eh/bohr
* relative energy (zero: lowest compared OMol25 entry of this formula, charge and spin): 55.74 kJ/mol
* E_LUMO: -4.49 eV
* multiplicity: 1
* total charge: +1

Partial atomic charges computed with the Mulliken method, in multiples of e: number 1, V, carries 0.835; number 2, O, carries -0.774; number 3, C, carries 0.632; number 4, C, carries -0.592; number 5, C, carries -0.506; number 6, C, carries -0.787; number 7, C, carries -0.836; number 8, C, carries 0.614; number 9, C, carries -0.381; number 10, N, carries 0.843; number 11, N, carries -1.023; number 12, C, carries 0.599; number 13, O, carries -0.630; number 14, C, carries 0.362; number 15, C, carries -0.286; number 16, C, carries -0.776; number 17, C, carries -0.397; number 18, C, carries -0.696; number 19, C, carries -0.396; number 20, H, carries 0.503; number 21, H, carries 0.459; number 22, H, carries 0.443; number 23, H, carries 0.453; number 24, H, carries 0.462; number 25, H, carries 0.385; number 26, H, carries 0.421; number 27, H, carries 0.401; number 28, H, carries 0.408; number 29, H, carries 0.446; number 30, N, carries -0.448; number 31, C, carries -0.623; number 32, C, carries 0.335; number 33, O, carries -0.529; number 34, O, carries 0.108; number 35, H, carries 0.232; number 36, H, carries 0.240; number 37, H, carries 0.333; number 38, H, carries 0.381; number 39, C, carries -0.478; number 40, C, carries -0.944; number 41, C, carries -0.197; number 42, C, carries 0.991; number 43, C, carries -0.892; number 44, C, carries -0.632; number 45, Si, carries 1.139; number 46, C, carries 0.595; number 47, C, carries -0.280; number 48, C, carries -0.758; number 49, C, carries -0.419; number 50, C, carries -0.698; number 51, C, carries -0.362; number 52, H, carries 0.387; number 53, H, carries 0.432; number 54, H, carries 0.288; number 55, H, carries 0.370; number 56, H, carries 0.408; number 57, H, carries -0.296; number 58, H, carries 0.432; number 59, H, carries 0.423; number 60, H, carries 0.422; number 61, H, carries 0.432; number 62, H, carries 0.422

Entry 4:
Density functional theory data (the ωB97M-V functional and the def2-TZVPD basis) for 2 unconnected molecules or ions with the total composition C28H25N4.

Structure (XYZ):
```
57
Properties=species:S:1:pos:R:3
C 5.47 -0.86 2.63
C 4.83 0.19 3.31
C 3.44 0.33 3.23
C 2.73 -0.66 2.56
N 1.34 -0.63 2.57
C 0.55 0.41 2.84
N -0.71 -0.12 2.69
C -1.87 0.66 2.50
C -1.85 1.94 3.03
C -2.99 2.74 2.89
C -4.10 2.26 2.18
C -4.05 1.01 1.56
C -2.91 0.21 1.70
C -0.60 -1.51 2.53
C -1.68 -2.45 2.75
C -1.58 -3.74 2.19
C -2.65 -4.62 2.32
C -3.80 -4.24 3.03
C -3.85 -3.00 3.68
C -2.78 -2.12 3.57
N 0.67 -1.82 2.35
C 3.33 -1.73 1.91
C 4.72 -1.79 1.89
H 6.56 -0.93 2.66
H 5.41 0.89 3.91
H 2.88 1.15 3.68
H -0.93 2.28 3.52
H -3.00 3.73 3.35
H -4.99 2.87 2.09
H -4.90 0.63 0.98
H -2.83 -0.75 1.18
H -0.66 -3.99 1.66
H -2.59 -5.60 1.85
H -4.65 -4.92 3.10
H -4.73 -2.72 4.26
H -2.79 -1.17 4.10
H 2.68 -2.46 1.42
H 5.21 -2.58 1.30
C 0.76 3.53 -0.75
N 1.96 3.62 0.10
C 3.23 3.97 -0.50
C 4.10 2.96 -0.94
C 5.31 3.31 -1.54
C 5.68 4.65 -1.69
C 4.81 5.65 -1.24
C 3.58 5.32 -0.66
C 1.82 3.35 1.38
H 1.05 3.75 -1.78
H 0.32 2.53 -0.69
H 0.00 4.25 -0.42
H 3.81 1.92 -0.80
H 5.98 2.52 -1.89
H 6.64 4.91 -2.14
H 5.08 6.70 -1.35
H 2.90 6.09 -0.31
H 2.69 3.44 2.04
H 0.83 3.10 1.76
```

Summary:
* frontier orbital gap: 6.3 eV
* maximum force: 0.05646 Eh/bohr
* relative energy (zero: lowest compared OMol25 entry of this formula, charge and spin): 16.34 kJ/mol
* E_LUMO: -4.28 eV
* multiplicity: 1
* total charge: +1

Partial atomic charges computed with the Mulliken method, in multiples of e: number 1, C, carries -0.458; number 2, C, carries -0.819; number 3, C, carries -0.102; number 4, C, carries 0.640; number 5, N, carries 0.817; number 6, C, carries -0.690; number 7, N, carries 0.304; number 8, C, carries 0.157; number 9, C, carries -0.237; number 10, C, carries -0.786; number 11, C, carries -0.443; number 12, C, carries -0.740; number 13, C, carries -0.051; number 14, C, carries -0.247; number 15, C, carries 0.452; number 16, C, carries -0.526; number 17, C, carries -0.530; number 18, C, carries -0.427; number 19, C, carries -0.672; number 20, C, carries -0.115; number 21, N, carries -0.811; number 22, C, carries -0.661; number 23, C, carries -0.600; number 24, H, carries 0.394; number 25, H, carries 0.378; number 26, H, carries 0.551; number 27, H, carries 0.541; number 28, H, carries 0.407; number 29, H, carries 0.393; number 30, H, carries 0.420; number 31, H, carries 0.519; number 32, H, carries 0.452; number 33, H, carries 0.381; number 34, H, carries 0.384; number 35, H, carries 0.404; number 36, H, carries 0.505; number 37, H, carries 0.451; number 38, H, carries 0.406; number 39, C, carries -0.848; number 40, N, carries 0.375; number 41, C, carries -0.106; number 42, C, carries -0.149; number 43, C, carries -0.640; number 44, C, carries -0.401; number 45, C, carries -0.644; number 46, C, carries -0.172; number 47, C, carries -0.177; number 48, H, carries 0.316; number 49, H, carries 0.367; number 50, H, carries 0.374; number 51, H, carries 0.464; number 52, H, carries 0.379; number 53, H, carries 0.405; number 54, H, carries 0.374; number 55, H, carries 0.410; number 56, H, carries 0.295; number 57, H, carries 0.336

Q: Which calculated total energy values were calculated for the entries above? A: -67020.61728; -52937.79826; -75662.82453; -35393.87670, in eV.